(1)
{"formula": "C42H126O42", "method": "ωB97M-V with the def2-TZVPD basis set", "homo_energy_ev": -9.17, "spin_multiplicity": 1, "homo_lumo_gap_ev": 8.78, "energy_ha": -4835.505743, "species": ["C", "C", "O", "O", "H", "H", "H", "H", "H", "H", "C", "C", "O", "O", "H", "H", "H", "H", "H", "H", "C", "C", "O", "O", "H", "H", "H", "H", "H", "H", "C", "C", "O", "O", "H", "H", "H", "H", "H", "H", "C", "C", "O", "O", "H", "H", "H", "H", "H", "H", "C", "C", "O", "O", "H", "H", "H", "H", "H", "H", "C", "C", "O", "O", "H", "H", "H", "H", "H", "H", "C", "C", "O", "O", "H", "H", "H", "H", "H", "H", "C", "C", "O", "O", "H", "H", "H", "H", "H", "H", "C", "C", "O", "O", "H", "H", "H", "H", "H", "H", "C", "C", "O", "O", "H", "H", "H", "H", "H", "H", "C", "C", "O", "O", "H", "H", "H", "H", "H", "H", "C", "C", "O", "O", "H", "H", "H", "H", "H", "H", "C", "C", "O", "O", "H", "H", "H", "H", "H", "H", "C", "C", "O", "O", "H", "H", "H", "H", "H", "H", "C", "C", "O", "O", "H", "H", "H", "H", "H", "H", "C", "C", "O", "O", "H", "H", "H", "H", "H", "H", "C", "C", "O", "O", "H", "H", "H", "H", "H", "H", "C", "C", "O", "O", "H", "H", "H", "H", "H", "H", "C", "C", "O", "O", "H", "H", "H", "H", "H", "H", "C", "C", "O", "O", "H", "H", "H", "H", "H", "H"], "positions_angstrom": [[-25.312, 10.932, -10.397], [-26.825, 11.053, -10.740], [-27.345, 9.779, -11.128], [-24.562, 11.140, -11.552], [-24.994, 9.970, -9.996], [-24.971, 11.647, -9.649], [-26.997, 11.817, -11.499], [-27.217, 11.345, -9.766], [-28.301, 9.822, -11.198], [-24.752, 10.338, -12.044], [-23.052, 14.376, -12.518], [-24.379, 14.988, -12.721], [-25.341, 14.027, -13.026], [-23.113, 13.761, -11.232], [-22.263, 15.113, -12.370], [-22.726, 13.657, -13.269], [-24.179, 15.684, -13.536], [-24.744, 15.625, -11.915], [-25.118, 13.624, -13.868], [-23.762, 13.057, -11.296], [-23.618, 16.625, -9.172], [-22.226, 16.339, -8.554], [-22.318, 16.223, -7.165], [-24.317, 15.378, -9.257], [-23.590, 16.873, -10.233], [-24.040, 17.466, -8.621], [-21.482, 17.085, -8.836], [-21.759, 15.537, -9.127], [-21.494, 16.251, -6.674], [-24.043, 14.816, -9.985], [-16.273, 5.932, -13.606], [-16.691, 6.261, -12.169], [-17.503, 7.517, -12.189], [-15.492, 6.946, -14.193], [-17.116, 5.790, -14.283], [-15.856, 4.929, -13.516], [-15.784, 6.432, -11.588], [-17.387, 5.519, -11.780], [-17.713, 7.750, -11.282], [-15.756, 6.918, -15.115], [-18.543, 15.215, -7.207], [-17.037, 15.343, -7.000], [-16.700, 16.722, -6.800], [-19.355, 16.014, -6.254], [-18.926, 14.195, -7.186], [-18.813, 15.664, -8.163], [-16.543, 14.928, -7.878], [-16.804, 14.749, -6.116], [-15.786, 16.691, -6.510], [-18.798, 16.796, -6.219], [-24.866, 14.409, -5.355], [-25.155, 13.132, -6.172], [-24.512, 13.214, -7.471], [-25.333, 15.528, -6.061], [-23.778, 14.477, -5.365], [-25.262, 14.358, -4.341], [-26.193, 12.806, -6.242], [-24.666, 12.344, -5.599], [-24.795, 14.093, -7.733], [-24.656, 15.938, -6.605], [-21.334, 10.359, -13.078], [-22.176, 10.713, -14.349], [-21.654, 10.211, -15.573], [-20.108, 11.149, -13.114], [-21.174, 9.292, -12.919], [-21.845, 10.722, -12.186], [-22.227, 11.801, -14.407], [-23.222, 10.469, -14.163], [-22.403, 10.114, -16.165], [-19.482, 10.569, -13.554], [-23.593, 11.099, -3.332], [-23.257, 9.830, -2.506], [-22.049, 10.016, -1.781], [-23.808, 12.203, -2.450], [-24.520, 10.927, -3.879], [-22.753, 11.382, -3.966], [-23.164, 9.122, -3.329], [-23.974, 9.584, -1.722], [-21.319, 9.728, -2.333], [-22.920, 12.511, -2.255], [-23.711, 5.424, -7.196], [-23.825, 5.375, -5.612], [-23.875, 6.671, -5.061], [-22.466, 6.017, -7.683], [-24.493, 6.084, -7.572], [-24.000, 4.463, -7.622], [-22.918, 4.889, -5.254], [-24.749, 4.865, -5.339], [-22.986, 6.873, -4.762], [-22.466, 6.904, -7.315], [-20.187, 5.376, -3.848], [-20.443, 6.877, -3.517], [-21.397, 7.544, -4.392], [-19.690, 5.108, -5.160], [-21.118, 4.811, -3.802], [-19.550, 5.064, -3.021], [-19.458, 7.329, -3.631], [-20.853, 6.995, -2.514], [-20.971, 8.397, -4.512], [-20.208, 4.399, -5.549], [-18.187, 10.090, -16.317], [-18.242, 8.907, -15.383], [-18.373, 9.424, -14.071], [-19.352, 10.104, -17.088], [-17.373, 9.895, -17.016], [-17.924, 11.071, -15.921], [-17.333, 8.312, -15.473], [-19.173, 8.383, -15.602], [-17.827, 8.876, -13.502], [-20.128, 10.387, -16.598], [-24.617, 7.001, -10.415], [-24.267, 6.986, -11.899], [-24.642, 8.195, -12.569], [-26.071, 7.219, -10.168], [-24.040, 7.744, -9.864], [-24.346, 6.011, -10.049], [-24.993, 6.238, -12.218], [-23.307, 6.530, -12.142], [-25.154, 7.918, -13.333], [-26.336, 8.049, -10.570], [-17.566, 13.913, -12.653], [-18.576, 14.866, -11.970], [-18.502, 14.977, -10.592], [-17.729, 12.521, -12.261], [-16.581, 14.156, -12.254], [-17.582, 14.030, -13.737], [-19.628, 14.649, -12.154], [-18.446, 15.864, -12.388], [-18.711, 14.153, -10.146], [-18.561, 12.205, -12.620], [-20.940, 11.423, -9.467], [-20.395, 12.714, -8.827], [-18.988, 12.833, -9.076], [-20.715, 10.292, -8.632], [-20.587, 11.273, -10.488], [-22.014, 11.601, -9.430], [-20.565, 12.701, -7.750], [-20.898, 13.614, -9.179], [-18.463, 12.233, -8.541], [-19.845, 9.900, -8.736], [-21.855, 16.143, -3.432], [-21.167, 14.770, -3.484], [-21.645, 14.122, -2.325], [-21.128, 16.889, -2.416], [-22.897, 16.116, -3.113], [-21.791, 16.646, -4.397], [-20.087, 14.900, -3.565], [-21.565, 14.334, -4.401], [-20.959, 14.415, -1.721], [-21.549, 16.604, -1.602], [-15.632, 11.782, -9.418], [-15.812, 11.503, -7.867], [-17.169, 11.786, -7.372], [-16.535, 10.993, -10.144], [-14.703, 11.339, -9.777], [-15.765, 12.855, -9.557], [-15.102, 12.037, -7.237], [-15.509, 10.482, -7.633], [-17.283, 11.932, -6.430], [-16.894, 11.576, -10.817], [-19.222, 12.161, -4.656], [-19.925, 10.960, -5.153], [-20.096, 9.973, -4.203], [-17.797, 11.966, -4.775], [-19.477, 12.373, -3.618], [-19.606, 13.000, -5.236], [-19.293, 10.460, -5.889], [-20.825, 11.106, -5.750], [-19.199, 9.825, -3.895], [-17.395, 12.383, -4.009], [-23.629, 9.728, -7.252], [-25.094, 9.252, -7.285], [-25.512, 8.589, -6.157], [-22.677, 8.680, -7.538], [-23.468, 10.224, -6.295], [-23.486, 10.403, -8.095], [-25.153, 8.538, -8.106], [-25.734, 10.102, -7.523], [-24.909, 7.846, -6.092], [-22.005, 9.142, -8.045], [-20.169, 5.952, -13.849], [-20.367, 5.793, -12.402], [-20.731, 4.520, -12.050], [-21.297, 5.563, -14.624], [-19.255, 5.450, -14.166], [-20.012, 7.029, -13.909], [-21.099, 6.487, -11.987], [-19.473, 6.099, -11.859], [-21.007, 4.596, -11.134], [-21.626, 4.738, -14.260], [-15.305, 18.980, -9.413], [-16.585, 18.301, -9.960], [-16.199, 17.167, -10.822], [-14.448, 19.442, -10.444], [-14.749, 18.270, -8.802], [-15.673, 19.734, -8.718], [-17.338, 18.977, -10.364], [-17.130, 17.912, -9.100], [-16.876, 16.487, -10.831], [-13.545, 19.208, -10.216], [-18.099, 8.003, -8.430], [-19.049, 6.791, -8.481], [-18.451, 5.728, -9.136], [-18.084, 8.587, -9.723], [-17.098, 7.695, -8.125], [-18.470, 8.728, -7.706], [-20.039, 7.043, -8.860], [-19.375, 6.553, -7.468], [-19.173, 5.113, -9.282], [-17.403, 9.256, -9.827]]}

***

(2)
{"formula": "C42H27F5N3NiOSb", "method": "ωB97M-V with the def2-TZVPD basis set", "homo_energy_ev": -7.10, "spin_multiplicity": 1, "homo_lumo_gap_ev": 6.76, "energy_ha": -4104.111911, "species": ["Ni", "C", "C", "N", "C", "C", "C", "C", "C", "C", "C", "N", "C", "C", "C", "C", "C", "C", "C", "C", "N", "C", "H", "H", "H", "H", "H", "H", "H", "H", "H", "H", "H", "H", "C", "C", "C", "C", "C", "C", "Sb", "C", "C", "C", "C", "C", "C", "C", "C", "C", "C", "C", "C", "H", "H", "H", "H", "H", "H", "H", "H", "H", "H", "H", "H", "H", "H", "H", "F", "C", "C", "F", "C", "F", "C", "O", "C", "F", "C", "F"], "positions_angstrom": [[-0.430, -1.472, 0.070], [3.536, -2.286, -0.896], [2.144, -2.102, -0.995], [1.421, -1.776, 0.056], [2.012, -1.627, 1.276], [3.386, -1.816, 1.464], [4.147, -2.148, 0.320], [3.907, -1.666, 2.772], [3.053, -1.360, 3.798], [1.670, -1.150, 3.608], [1.124, -1.250, 2.341], [-0.155, -1.056, 1.894], [-1.245, -0.530, 2.527], [-1.379, 0.043, 3.780], [-2.629, 0.545, 4.198], [-3.748, 0.503, 3.410], [-3.651, -0.048, 2.108], [-4.710, -0.103, 1.174], [-4.494, -0.605, -0.078], [-3.211, -1.067, -0.428], [-2.216, -1.045, 0.433], [-2.411, -0.548, 1.691], [4.099, -2.548, -1.780], [1.600, -2.240, -1.921], [5.215, -2.295, 0.422], [4.966, -1.805, 2.945], [3.447, -1.267, 4.802], [1.057, -0.931, 4.467], [-0.537, 0.132, 4.447], [-2.695, 0.984, 5.185], [-4.695, 0.894, 3.754], [-5.685, 0.269, 1.464], [-5.285, -0.649, -0.812], [-2.984, -1.454, -1.409], [-2.391, 5.447, -0.281], [-1.468, 5.362, -1.314], [-0.742, 4.196, -1.508], [-0.932, 3.100, -0.674], [-1.861, 3.194, 0.359], [-2.585, 4.361, 0.560], [0.160, 1.250, -0.830], [1.915, 1.974, 0.165], [3.026, 2.500, -0.488], [4.132, 2.914, 0.242], [4.137, 2.807, 1.624], [3.028, 2.299, 2.283], [1.922, 1.884, 1.554], [0.795, 1.417, -2.866], [-0.087, 1.824, -3.863], [0.288, 1.776, -5.197], [1.543, 1.308, -5.552], [2.424, 0.881, -4.569], [2.048, 0.931, -3.235], [-2.957, 6.357, -0.132], [-1.309, 6.209, -1.969], [-0.014, 4.152, -2.311], [-2.029, 2.348, 1.022], [-3.300, 4.419, 1.371], [3.028, 2.601, -1.567], [4.993, 3.324, -0.272], [5.003, 3.125, 2.190], [3.024, 2.216, 3.362], [1.062, 1.487, 2.075], [-1.076, 2.185, -3.601], [-0.406, 2.100, -5.962], [1.833, 1.271, -6.594], [3.402, 0.508, -4.842], [2.742, 0.588, -2.474], [-3.214, -7.320, -0.629], [-2.621, -6.138, -0.842], [-1.520, -5.756, -0.093], [-1.041, -6.575, 0.848], [-0.911, -4.535, -0.317], [0.169, -4.217, 0.437], [-1.360, -3.621, -1.283], [-0.773, -2.468, -1.519], [-2.479, -4.053, -2.023], [-2.976, -3.265, -2.995], [-3.095, -5.275, -1.815], [-4.155, -5.623, -2.556]]}